Density functional theory data (ωB97M-V/def2-TZVPD) for the molecule C26H29FN4O3.

Each line ends with the Löwdin charge.
Element x y z (Å)
F  -3.89744  2.73855  0.99070  0.037
O  -5.00397  -0.84768  1.31885  -0.054
O  -5.36546  -1.89624  -1.01187  -0.057
O  0.05052  -0.31821  1.80854  0.057
N  1.13738  2.46526  -1.30696  -0.091
N  6.76626  -0.49978  -0.67318  0.063
N  2.68945  0.13417  -0.78718  -0.111
N  0.86723  -1.95046  0.48698  0.080
C  2.29867  2.51462  -0.43526  -0.135
C  -1.68338  -1.97291  -0.88519  -0.044
C  -2.97046  -2.13702  -1.37688  -0.010
C  1.59506  0.09824  -1.74134  -0.151
C  -1.21515  1.78119  -1.24690  -0.020
C  -2.66924  2.67065  0.41676  -0.283
C  -4.87840  -0.20198  2.56487  -0.066
C  -0.14140  -1.17144  0.95843  -0.454
C  -2.47365  1.86216  -0.68285  -0.010
C  1.41261  1.49417  -2.34585  -0.146
C  -0.38283  3.33292  0.36866  -0.012
C  3.10732  -1.16080  -0.27104  -0.258
C  2.24257  -1.75216  0.87037  -0.125
C  -1.48165  -1.41966  0.36900  -0.146
C  6.43142  -1.04513  1.61741  -0.059
C  4.56576  -1.03425  0.11814  -0.166
C  -3.87443  -1.18432  0.65342  -0.199
C  -5.63887  -2.46372  -2.26828  -0.080
C  -0.12884  2.49872  -0.72906  -0.223
C  -2.58685  -1.01187  1.12092  0.049
C  7.23640  -0.68765  0.54938  -0.158
C  -4.07163  -1.76414  -0.62491  -0.201
C  2.50136  1.15356  0.23392  -0.132
C  5.47486  -0.66664  -0.87438  -0.097
C  -1.63319  3.41739  0.94245  -0.006
C  5.07248  -1.21928  1.39740  -0.026
H  2.67527  -2.71237  1.17039  0.131
H  2.34073  1.79868  -2.83756  0.125
H  2.19183  3.28518  0.32394  0.106
H  -0.85624  -2.25954  -1.51870  0.105
H  2.22532  -1.07645  1.72741  0.119
H  -5.89738  -0.01738  2.90010  0.097
H  0.61946  1.49527  -3.09293  0.115
H  -1.10036  1.13316  -2.10000  0.099
H  -5.21881  -1.86421  -3.08297  0.097
H  1.62491  0.95776  0.87081  0.109
H  0.64258  -0.20045  -1.28214  0.093
H  3.16757  2.75888  -1.05239  0.126
H  6.85086  -1.18277  2.60213  0.100
H  3.05664  -1.85840  -1.11976  0.150
H  -4.35157  0.75045  2.46992  0.085
H  -1.80779  4.05616  1.79394  0.118
H  -3.29429  1.28903  -1.08506  0.119
H  0.40406  3.93809  0.78735  0.103
H  -4.36370  -0.83499  3.29484  0.098
H  3.39800  1.17547  0.85821  0.132
H  -2.39115  -0.55583  2.07775  0.120
H  8.30165  -0.54190  0.66981  0.101
H  5.12932  -0.49440  -1.88511  0.117
H  -3.10053  -2.56065  -2.36017  0.105
H  -5.26018  -3.48894  -2.33939  0.097
H  1.84874  -0.61735  -2.52932  0.128
H  4.43127  -1.49193  2.22145  0.108
H  0.66758  -2.66516  -0.19269  0.132
H  -6.72409  -2.47483  -2.35448  0.096

## Properties
DFT total energy: -42252.728 eV
relative energy (zero: lowest compared OMol25 entry of this formula, charge and spin): 125.8 kJ/mol
LUMO energy: 0.5 eV
HOMO energy: -0.272 hartree
total charge: 0
orbital gap: 7.934 eV
SMILES: COc1ccc(C(=O)NC[C@H](c2cccnc2)N2CCN(c3ccc(F)cc3)CC2)cc1OC
strongest force on any atom: 0.6 eV/A